Record 1
Formula: CH2ClNOS2
Source: OMol25
Level of theory: wB97M-V/def2-TZVPD

Structure (XYZ):
```
8
Properties=species:S:1:pos:R:3:lowdin_charge:R:1
O -0.823 2.093 -0.136 0.054
C -0.871 0.917 -0.124 -0.938
Cl -2.479 -0.028 -0.262 0.517
N 0.150 0.054 0.109 -0.917
S 1.767 0.644 0.195 0.751
S -0.081 -1.639 0.153 0.673
H 2.197 -0.109 1.311 -0.088
H 0.139 -1.932 -1.246 -0.053
```

Values from the calculation:
Maximum force in Eh/bohr: 0.0407
SMILES: O=C(Cl)N(S)S
HOMO-LUMO gap in eV: 9.6
E_tot in hartree: -1425.82644
E_LUMO in eV: 0.24

Record 2
Formula: C4H8O3V
Source: OMol25
Level of theory: wB97M-V/def2-TZVPD

Structure (XYZ):
```
16
Properties=species:S:1:pos:R:3:lowdin_charge:R:1
O 2.306 0.909 -0.356 -0.138
C 2.389 0.097 0.553 -0.303
O 1.592 -0.941 0.709 0.002
C 0.698 -1.340 -0.340 -0.145
C -0.688 -0.803 -0.088 -0.205
O -0.674 0.611 -0.105 -0.415
C -1.925 1.185 0.237 -0.121
V 0.645 1.831 -1.418 0.369
H 3.041 0.230 1.430 0.165
H 0.667 -2.434 -0.306 0.139
H 1.090 -1.031 -1.317 0.114
H -1.055 -1.150 0.892 0.139
H -1.363 -1.198 -0.866 0.140
H -1.811 2.275 0.190 0.065
H -2.705 0.867 -0.471 0.097
H -2.208 0.891 1.258 0.097
```

Values from the calculation:
Maximum force in Eh/bohr: 0.0273
HOMO-LUMO gap (alpha / beta) in eV: 5.9 / 4.5
Multiplicity: 4
E_tot in hartree: -1326.76335
E_LUMO (alpha / beta) in eV: 0.51 / 0.51

Record 3
Formula: C18H23N2
Source: OMol25
Level of theory: wB97M-V/def2-TZVPD

Structure (XYZ):
```
43
Properties=species:S:1:pos:R:3:lowdin_charge:R:1
C 0.004 -4.161 -0.718 -0.019
N 0.052 -2.682 -0.631 -0.049
C -1.150 -2.008 -0.498 -0.146
C -2.331 -2.760 -0.684 -0.007
C -3.542 -2.086 -0.830 -0.059
C -3.621 -0.691 -0.786 -0.069
C -2.443 0.058 -0.634 -0.034
C -1.223 -0.596 -0.419 -0.120
C 0.026 0.257 -0.285 -0.094
N 0.012 1.275 1.017 0.140
C -0.077 2.795 1.103 -0.566
C -0.118 3.028 2.626 -0.019
C -1.306 3.367 0.397 -0.038
C 1.147 3.385 0.415 -0.036
C 1.293 -0.566 -0.395 -0.124
C 2.508 0.071 -0.568 -0.046
C 3.709 -0.642 -0.701 -0.061
C 3.648 -2.035 -0.805 -0.065
C 2.450 -2.729 -0.710 -0.005
C 1.252 -1.996 -0.500 -0.120
H 0.990 -4.592 -0.539 0.067
H -0.630 -4.547 0.092 0.102
H -0.378 -4.531 -1.682 0.114
H -2.259 -3.856 -0.787 0.105
H -4.435 -2.707 -0.887 0.116
H -4.581 -0.181 -0.958 0.115
H -2.482 1.147 -0.811 0.107
H 0.047 1.052 -1.120 0.168
H -0.704 0.846 1.601 0.157
H 0.858 0.963 1.505 0.155
H 0.771 2.562 3.091 0.098
H -0.131 4.111 2.858 0.112
H -1.015 2.552 3.058 0.098
H -1.326 3.136 -0.680 0.088
H -2.249 3.093 0.889 0.095
H -1.228 4.469 0.463 0.106
H 1.176 3.120 -0.653 0.091
H 1.081 4.478 0.483 0.104
H 2.057 3.052 0.928 0.095
H 2.522 1.150 -0.725 0.105
H 4.645 -0.116 -0.819 0.107
H 4.553 -2.642 -0.853 0.117
H 2.431 -3.846 -0.849 0.115
```

Values from the calculation:
Maximum force in Eh/bohr: 0.0544
SMILES: CN1c2ccccc2C([NH2+]C(C)(C)C)c2ccccc21
HOMO-LUMO gap in eV: 8.0
E_tot in hartree: -808.97262
Charge: +1
E_LUMO in eV: -2.64

Record 4
Formula: C27H40N10O3P2Sc
Source: OMol25
Level of theory: wB97M-V/def2-TZVPD

Structure (XYZ):
```
83
Properties=species:S:1:pos:R:3:lowdin_charge:R:1
Sc 0.355 0.816 0.070 1.060
C 1.888 -0.109 4.195 -0.003
C 1.968 1.132 4.807 0.014
C 1.570 2.263 4.108 0.041
C 1.107 2.126 2.810 -0.174
N 1.041 0.918 2.212 0.025
C 1.419 -0.170 2.896 -0.098
C 0.629 3.269 1.990 -0.166
C 0.669 4.591 2.404 0.047
C 0.186 5.569 1.548 0.028
C -0.329 5.212 0.312 0.047
C -0.343 3.871 -0.038 -0.170
N 0.135 2.931 0.790 0.074
C -0.867 3.355 -1.331 -0.190
C -1.535 4.143 -2.253 0.041
C -1.986 3.566 -3.432 0.015
C -1.769 2.215 -3.655 0.001
C -1.103 1.490 -2.684 -0.082
N -0.654 2.043 -1.552 0.009
H 2.181 -1.012 4.710 0.129
H 2.331 1.224 5.822 0.137
H 1.619 3.232 4.581 0.126
H 1.334 -1.113 2.371 0.106
H 1.070 4.867 3.368 0.127
H 0.212 6.609 1.844 0.139
H -0.701 5.972 -0.359 0.128
H -1.713 5.190 -2.060 0.127
H -2.508 4.168 -4.164 0.137
H -2.108 1.731 -4.559 0.128
H -0.916 0.427 -2.802 0.104
C -4.146 -2.769 -0.486 -0.072
N -3.477 -1.475 -0.290 -0.288
C -4.419 -0.342 -0.246 -0.055
P -2.098 -1.373 0.562 0.537
O -1.494 0.009 0.414 -0.327
O -1.165 -2.492 -0.115 -0.234
P 0.255 -2.332 -0.871 0.527
O 0.952 -1.114 -0.280 -0.337
N -0.142 -2.114 -2.427 -0.297
C -1.377 -2.578 -3.070 -0.051
C 0.986 -1.952 -3.365 -0.054
N 1.151 -3.643 -0.636 -0.277
C 1.997 -3.829 0.546 -0.048
C 0.850 -4.886 -1.364 -0.039
N -2.120 -1.796 2.130 -0.283
C -2.448 -3.174 2.526 -0.059
C -2.384 -0.805 3.181 -0.061
H -4.861 -2.972 0.314 0.100
H -3.421 -3.581 -0.524 0.080
H -4.684 -2.742 -1.433 0.103
H -5.132 -0.454 0.572 0.100
H -4.967 -0.317 -1.187 0.100
H -3.879 0.595 -0.133 0.077
H -2.165 -2.721 -2.336 0.061
H -1.208 -3.512 -3.609 0.100
H -1.704 -1.826 -3.789 0.096
H 1.286 -2.913 -3.787 0.101
H 1.840 -1.501 -2.860 0.087
H 0.673 -1.295 -4.176 0.097
H 2.275 -2.862 0.958 0.064
H 2.905 -4.349 0.245 0.104
H 1.485 -4.424 1.305 0.101
H 0.279 -4.673 -2.265 0.073
H 0.281 -5.575 -0.738 0.103
H 1.786 -5.359 -1.656 0.106
H -2.191 -3.877 1.737 0.080
H -3.509 -3.274 2.764 0.100
H -1.867 -3.431 3.411 0.100
H -2.122 0.193 2.835 0.075
H -1.776 -1.049 4.052 0.095
H -3.435 -0.818 3.476 0.101
N 5.935 0.751 -0.078 0.176
C 4.819 1.265 -0.619 -0.341
C 3.528 0.906 -0.166 -0.054
N 2.441 1.430 -0.719 -0.032
C 2.596 2.307 -1.726 -0.109
C 3.869 2.642 -2.159 -0.074
N 4.964 2.136 -1.621 0.162
H 5.917 0.118 0.700 0.115
H 6.827 1.058 -0.431 0.130
H 3.396 0.188 0.634 0.109
H 1.714 2.732 -2.179 0.097
H 4.003 3.345 -2.973 0.129
```

Values from the calculation:
Maximum force in Eh/bohr: 0.0053
HOMO-LUMO gap in eV: 7.3
E_tot in hartree: -3269.16816
Charge: +3
E_LUMO in eV: -8.64

Record 5
Formula: C52H49BN8OSSrTe
Source: OMol25
Level of theory: wB97M-V/def2-TZVPD

Structure (XYZ):
```
114
Properties=species:S:1:pos:R:3:lowdin_charge:R:1
Sr 0.287 0.879 0.956 1.054
C -1.990 -5.159 1.128 -0.031
C -1.725 -3.759 1.580 -0.270
C -1.930 -3.255 2.847 0.015
C -1.495 -1.919 2.775 -0.270
N -1.067 -1.651 1.554 0.094
N -1.202 -2.764 0.818 0.034
B -0.790 -2.911 -0.674 -0.490
N 0.695 -2.584 -0.945 0.028
N 1.247 -1.360 -0.877 0.101
C 2.501 -1.467 -1.290 -0.262
C 2.776 -2.807 -1.637 0.015
C 1.602 -3.485 -1.402 -0.274
C 1.354 -4.943 -1.619 -0.035
C 3.427 -0.330 -1.322 -0.166
C 2.957 0.983 -1.299 -0.038
C 3.841 2.048 -1.261 -0.068
C 5.210 1.829 -1.282 -0.088
C 5.687 0.527 -1.347 -0.093
C 4.806 -0.540 -1.361 -0.060
N -1.683 -2.125 -1.662 0.022
N -1.523 -0.824 -1.962 0.152
C -2.392 -0.547 -2.930 -0.256
C -3.177 -1.685 -3.217 0.002
C -2.677 -2.675 -2.407 -0.281
C -3.077 -4.115 -2.396 -0.036
C -2.425 0.717 -3.669 -0.161
C -1.280 1.500 -3.811 -0.019
C -1.307 2.649 -4.584 -0.089
C -2.474 3.039 -5.226 -0.116
C -3.619 2.268 -5.088 -0.107
C -3.592 1.116 -4.318 -0.045
C -1.394 -0.950 3.873 -0.183
C -1.031 -1.390 5.146 -0.043
C -0.863 -0.488 6.184 -0.087
C -1.048 0.871 5.964 -0.073
C -1.428 1.317 4.707 -0.056
C -1.612 0.413 3.672 -0.053
H -2.351 -5.739 1.977 0.074
H -2.743 -5.196 0.341 0.057
H -1.085 -5.631 0.744 0.071
H -2.358 -3.765 3.694 0.102
H -0.946 -4.064 -0.938 0.092
H 3.694 -3.231 -2.009 0.098
H 2.292 -5.418 -1.907 0.073
H 0.981 -5.429 -0.718 0.069
H 0.624 -5.111 -2.413 0.075
H 1.891 1.170 -1.334 0.066
H 3.457 3.060 -1.211 0.096
H 5.898 2.663 -1.238 0.096
H 6.755 0.342 -1.370 0.098
H 5.196 -1.550 -1.374 0.104
H -3.948 -1.794 -3.961 0.096
H -3.804 -4.286 -3.189 0.072
H -2.216 -4.764 -2.567 0.070
H -3.531 -4.412 -1.450 0.062
H -0.378 1.195 -3.297 0.109
H -0.413 3.255 -4.681 0.099
H -2.493 3.942 -5.825 0.089
H -4.536 2.564 -5.586 0.090
H -4.492 0.525 -4.202 0.102
H -0.845 -2.444 5.312 0.108
H -0.567 -0.843 7.164 0.095
H -0.886 1.583 6.763 0.101
H -1.576 2.376 4.537 0.069
H -1.951 0.758 2.698 0.060
O 0.233 2.596 -0.533 -0.511
N -0.396 3.745 -0.631 -0.243
C 0.310 4.820 -1.033 -0.072
C -0.268 6.043 -1.240 -0.084
C -1.639 6.175 -0.993 -0.098
C -2.336 5.098 -0.512 -0.114
C -1.725 3.845 -0.284 -0.731
S -2.572 2.529 0.348 0.557
H 1.360 4.632 -1.190 0.119
H 0.336 6.875 -1.570 0.093
H -2.132 7.122 -1.176 0.094
H -3.390 5.168 -0.285 0.090
C -0.049 5.886 8.200 -0.075
C 0.276 5.257 6.868 -0.299
C 1.571 4.875 6.548 -0.040
C 1.896 4.340 5.304 -0.324
C 3.328 3.962 5.040 -0.117
C 0.904 4.191 4.319 -0.544
Te 1.442 3.623 2.336 0.768
C -0.414 4.552 4.647 -0.347
C -1.526 4.459 3.636 -0.134
C -0.707 5.067 5.906 -0.044
H 0.821 5.869 8.858 0.063
H -0.866 5.363 8.702 0.068
H -0.355 6.927 8.072 0.069
H 2.356 5.003 7.288 0.102
H 3.908 3.954 5.965 0.068
H 3.791 4.670 4.348 0.067
H 3.389 2.982 4.564 0.023
H -1.460 3.551 3.038 -0.002
H -1.461 5.293 2.930 0.079
H -2.506 4.498 4.119 0.078
H -1.731 5.352 6.135 0.108
C 2.105 -1.076 2.478 -0.114
C 3.384 -0.632 2.776 -0.344
C 3.673 0.170 3.934 -0.080
C 4.939 0.565 4.250 -0.078
C 6.046 0.214 3.439 -0.291
C 5.784 -0.544 2.275 -0.074
C 4.521 -0.947 1.955 -0.070
C 7.355 0.600 3.781 -0.272
N 8.438 0.910 4.059 0.068
H 1.964 -1.816 1.695 0.021
H 1.332 -1.041 3.242 0.016
H 2.839 0.471 4.560 0.100
H 5.118 1.165 5.136 0.101
H 6.620 -0.809 1.635 0.101
H 4.347 -1.528 1.055 0.085
```

Values from the calculation:
Maximum force in Eh/bohr: 0.0284
HOMO-LUMO gap in eV: 4.8
E_tot in hartree: -3246.24404
Charge: -2
E_LUMO in eV: 3.81

Record 6
Formula: C6H17NO2
Source: OMol25
Level of theory: wB97M-V/def2-TZVPD

Structure (XYZ):
```
26
Properties=species:S:1:pos:R:3:lowdin_charge:R:1
C -1.710 1.948 -0.996 -0.105
C -0.416 2.064 -0.175 -0.247
C 0.638 0.939 -0.340 -0.190
C 0.761 0.112 -1.633 -0.216
N 0.469 -1.316 -1.553 -0.091
C 1.163 -2.138 -0.538 -0.184
C 0.500 -2.104 0.856 -0.256
O 1.366 -2.023 1.988 -0.062
H -1.918 0.926 -1.306 0.063
H -1.667 2.630 -1.829 0.064
H -2.577 2.295 -0.439 0.061
H 0.075 2.960 -0.559 0.093
H -0.483 2.216 0.901 0.085
H 0.454 0.269 0.484 0.046
H 1.574 1.439 -0.072 0.110
H 0.096 0.549 -2.372 0.103
H 1.787 0.171 -1.996 0.109
H -0.504 -1.582 -1.456 0.099
H 2.188 -1.804 -0.523 0.115
H 1.119 -3.144 -0.940 0.104
H -0.037 -3.043 0.966 0.112
H -0.183 -1.272 0.869 0.065
H 1.166 -1.185 2.416 0.062
O -0.935 0.227 2.716 -0.034
H -1.220 0.922 3.310 0.046
H -1.706 -0.057 2.220 0.049
```

Values from the calculation:
Maximum force in Eh/bohr: 0.0298
SMILES: CCCCNCCO.O
HOMO-LUMO gap in eV: 8.8
E_tot in hartree: -443.98690
E_LUMO in eV: 0.41